101
Properties=species:S:1:pos:R:3 method="wB97M-V/def2-TZVPD" fmax_ev_per_a=0.48 multiplicity=5 s_squared=6.091 charge=-1 e_homo_ev="-2.84 / -4.66" e_lumo_ev="2.33 / 2.32" mol_weight_g_mol=834.2
Rh 1.0547 -0.1992 -1.0888
C -1.7434 4.6960 3.2043
C -1.0978 4.1537 1.9310
C 0.0465 5.0654 1.4791
C -2.0817 3.9542 0.7929
C -2.9599 4.9774 0.4517
C -3.8171 4.8681 -0.6302
C -3.7897 3.7121 -1.3992
C -2.9217 2.6726 -1.1033
C -2.8494 1.4239 -1.9591
C -1.7320 1.5633 -2.9983
C -4.1696 1.0652 -2.6359
C -2.0612 2.7883 0.0085
N -1.1591 1.7513 0.2283
C -1.0533 1.0628 1.3070
C 0.4752 -1.0194 1.6506
N 1.2680 -1.5691 0.7583
C 1.4522 -2.9638 0.7086
C 2.7289 -3.4951 0.9319
C 2.9045 -4.8710 0.8207
C 1.8543 -5.7129 0.4943
C 0.6012 -5.1698 0.2582
C 0.3812 -3.8016 0.3556
C -0.9711 -3.2231 -0.0201
C -1.1216 -3.2142 -1.5445
C -2.1358 -3.9407 0.6581
C 3.9267 -2.6352 1.2925
C 4.3306 -1.6952 0.1541
C 3.7593 -1.8776 2.6119
C -0.2453 -1.3473 2.8019
C 0.0307 -2.5369 3.5142
C -0.7198 -2.8692 4.6346
C -1.7713 -2.0800 5.0498
C -2.1280 -0.9134 4.3200
C -3.3067 -0.1927 4.6466
C -3.7434 0.8312 3.8330
C -3.0165 1.2216 2.7164
C -1.7838 0.6017 2.4104
C -1.3530 -0.5199 3.2100
H -1.0006 4.7589 4.0021
H -2.5491 4.0468 3.5485
H -2.1496 5.6984 3.0525
H -0.6678 3.1837 2.1801
H -0.3201 6.0768 1.2850
H 0.4992 4.6978 0.5558
H 0.8210 5.1311 2.2485
H -2.9694 5.8829 1.0475
H -4.4979 5.6736 -0.8745
H -4.4593 3.6212 -2.2456
H -2.5769 0.6053 -1.2885
H -1.8635 2.4864 -3.5704
H -1.7422 0.7229 -3.6967
H -0.7477 1.5968 -2.5275
H -4.4209 1.7697 -3.4332
H -4.9982 1.0483 -1.9256
H -4.0894 0.0771 -3.0925
H 3.8908 -5.2854 1.0004
H 2.0128 -6.7812 0.4170
H -0.2196 -5.8191 -0.0202
H -1.0003 -2.1856 0.3113
H -1.0956 -4.2323 -1.9425
H -0.3147 -2.6508 -2.0207
H -2.0724 -2.7595 -1.8325
H -2.2064 -4.9855 0.3471
H -3.0775 -3.4555 0.3938
H -2.0320 -3.9114 1.7444
H 4.7542 -3.3392 1.4380
H 3.5246 -0.9930 -0.0720
H 4.5449 -2.2532 -0.7591
H 5.2273 -1.1323 0.4294
H 3.0151 -1.0885 2.5280
H 4.7081 -1.4223 2.9060
H 3.4407 -2.5442 3.4150
H 0.8458 -3.1727 3.1993
H -0.4723 -3.7699 5.1845
H -2.3674 -2.3581 5.9100
H -3.8833 -0.4987 5.5109
H -4.6715 1.3431 4.0592
H -3.3850 2.0205 2.0862
N 2.0689 1.7802 -0.2597
N 1.8909 2.1184 1.0823
C 1.2977 1.3081 1.9826
O 1.3919 1.3092 3.1666
O 0.3712 0.4183 1.2872
H 3.0533 1.7000 -0.4823
H 1.5983 2.4271 -0.8838
H 2.4248 2.8751 1.4873
Cl 4.6926 -0.0456 -8.9983
C 3.9177 -0.0347 -7.4299
C 2.6854 0.5782 -7.2870
C 2.0817 0.5919 -6.0387
C 2.6933 -0.0145 -4.9489
C 3.9248 -0.6341 -5.1195
C 4.5491 -0.6402 -6.3580
C 2.0355 0.0053 -3.5954
O 1.7250 -1.1034 -3.0876
O 1.8433 1.1166 -3.0504
H 2.2104 1.0412 -8.1409
H 1.1263 1.0831 -5.9069
H 4.3924 -1.1274 -4.2775
H 5.5097 -1.1167 -6.4958